<1>
The following is a DFT calculation (the ωB97M-V functional and the def2-TZVPD basis) of a single C3H4N2OS molecule.

Positions of all 11 atoms, in Å:
C (0.216, 1.295, -0.005)
C (-0.987, -0.897, 0.006)
C (1.382, -0.843, -0.036)
H (-1.609, 1.679, 0.087)
H (1.278, 1.546, 0.015)
H (-0.810, -1.956, 0.016)
H (1.215, -1.941, -0.022)
N (-0.701, 2.112, -0.032)
N (0.143, -0.181, 0.005)
O (2.452, -0.354, -0.013)
S (-2.578, -0.461, -0.021)

Summary:
Net charge: 0
2S+1: 1
M: 116.1 g/mol
SMILES: [H]/N=C\N(C=O)C=S
Kohn-Sham gap: 8.69 eV
HOMO level: -9.22 eV

Atomic partial charges in e from the Mulliken method, atoms 1 to 6:
1 C 0.100
2 C 0.090
3 C 0.152
4 H 0.174
5 H 0.380
6 H 0.169

<2>
The following is a DFT calculation (the ωB97M-V functional and the def2-TZVPD basis) of a single C3H4N2OS molecule.

Positions of all 11 atoms, in Å:
C (-1.636, -0.277, -0.116)
C (1.409, 2.371, 1.262)
C (-0.401, -0.693, -0.420)
N (-1.948, 0.632, 0.844)
N (0.458, 1.417, 1.148)
O (1.239, 3.562, 1.177)
S (-1.044, 1.653, 1.540)
H (-2.511, -0.670, -0.622)
H (2.412, 1.918, 1.377)
H (-0.258, -1.437, -1.184)
H (0.471, -0.352, 0.103)

Summary:
Net charge: 0
2S+1: 1
M: 116.1 g/mol
Kohn-Sham gap: 7.99 eV
HOMO level: -9.51 eV

Atomic partial charges in e from the Mulliken method, atoms 1 to 6:
1 C -0.001
2 C 0.052
3 C -0.558
4 N -0.334
5 N -0.274
6 O -0.510

The structure with the most favorable energy is <1>; the runner-up is 165.2 kJ/mol above it.

<1>
The following is a DFT calculation (the ωB97M-V functional and the def2-TZVPD basis) of C26H31N8O2S2Ti as an isolated structure.

Positions of all 70 atoms, in Å:
Ti (0.852, -0.865, -0.821)
C (0.746, -1.027, -4.199)
O (0.114, -0.808, -2.935)
C (-1.229, -1.198, -2.860)
C (-1.947, -1.838, -3.846)
C (-3.261, -2.227, -3.598)
C (-3.837, -1.969, -2.369)
C (-3.110, -1.321, -1.376)
C (-1.804, -0.933, -1.614)
N (-0.945, -0.301, -0.701)
N (-1.383, -0.195, 0.634)
C (-1.216, 1.136, 1.127)
C (-0.185, 1.957, 0.757)
O (0.904, 1.571, -0.028)
C (-0.146, 3.314, 1.128)
C (-1.094, 3.826, 1.953)
C (-2.146, 3.004, 2.431)
C (-3.135, 3.508, 3.315)
C (-4.175, 2.725, 3.718)
C (-4.293, 1.404, 3.227)
C (-3.353, 0.889, 2.380)
C (-2.230, 1.663, 1.986)
H (0.169, -0.533, -4.976)
H (1.736, -0.601, -4.135)
H (0.822, -2.093, -4.398)
H (-1.508, -2.049, -4.812)
H (-3.818, -2.736, -4.374)
H (-4.859, -2.269, -2.175)
H (-3.545, -1.101, -0.410)
H (0.677, 3.920, 0.770)
H (-1.056, 4.866, 2.258)
H (-3.048, 4.533, 3.660)
H (-4.925, 3.117, 4.396)
H (-5.146, 0.801, 3.513)
H (-3.471, -0.108, 1.973)
N (2.179, 1.376, -2.138)
N (3.466, 1.116, -2.598)
C (4.007, -0.106, -2.456)
N (5.288, -0.216, -2.816)
S (3.172, -1.464, -1.877)
H (1.658, 1.862, -2.852)
H (2.194, 1.928, -1.290)
H (4.070, 1.894, -2.808)
H (5.812, 0.545, -3.215)
H (5.726, -1.117, -2.741)
C (3.032, -0.886, 1.795)
C (2.538, 0.513, 1.441)
C (3.688, 1.353, 0.888)
C (1.996, 1.171, 2.710)
N (1.518, 0.345, 0.375)
H (3.832, -0.797, 2.530)
H (3.426, -1.411, 0.926)
H (2.233, -1.485, 2.229)
H (4.465, 1.464, 1.647)
H (3.342, 2.351, 0.609)
H (4.132, 0.864, 0.016)
H (2.778, 1.142, 3.472)
H (1.123, 0.641, 3.097)
H (1.720, 2.211, 2.553)
S (0.810, -3.473, -1.360)
C (-0.189, -3.125, -0.022)
N (-1.253, -3.863, 0.312)
C (-2.093, -3.462, 1.359)
C (-1.925, -2.284, 1.940)
C (-0.851, -1.347, 1.477)
N (0.131, -2.025, 0.647)
H (-1.414, -4.715, -0.195)
H (-2.864, -4.166, 1.640)
H (-2.550, -1.993, 2.773)
H (-0.352, -0.903, 2.333)

Summary:
Net charge: +1
2S+1: 1
M: 599.6 g/mol
Kohn-Sham gap: 7.55 eV
HOMO level: -10.31 eV

Atomic partial charges in e from the Mulliken method, atoms 1 to 6:
1 Ti -0.355
2 C -1.062
3 O 0.221
4 C 0.447
5 C -0.691
6 C -0.884

<2>
The following is a DFT calculation (the ωB97M-V functional and the def2-TZVPD basis) of C26H31N8O2S2Ti as an isolated structure.

Positions of all 70 atoms, in Å:
Ti (0.372, 0.940, 0.404)
C (3.170, 2.680, 1.237)
O (2.082, 1.827, 1.599)
C (2.072, 1.376, 2.913)
C (3.076, 1.643, 3.827)
C (2.960, 1.155, 5.123)
C (1.854, 0.410, 5.499)
C (0.852, 0.151, 4.580)
C (0.959, 0.628, 3.282)
N (-0.039, 0.431, 2.285)
N (-1.003, -0.311, 2.632)
C (-2.086, -0.503, 1.837)
C (-2.355, 0.246, 0.669)
O (-1.458, 1.039, 0.157)
C (-3.646, 0.185, 0.082)
C (-4.572, -0.683, 0.557)
C (-4.306, -1.548, 1.662)
C (-5.258, -2.490, 2.097)
C (-4.989, -3.314, 3.158)
C (-3.758, -3.208, 3.824)
C (-2.816, -2.294, 3.421)
C (-3.069, -1.448, 2.326)
H (3.195, 3.550, 1.892)
H (4.111, 2.131, 1.300)
H (2.991, 3.009, 0.221)
H (3.944, 2.221, 3.555)
H (3.743, 1.371, 5.836)
H (1.769, 0.034, 6.509)
H (-0.026, -0.418, 4.850)
H (-3.847, 0.830, -0.763)
H (-5.549, -0.735, 0.091)
H (-6.206, -2.553, 1.576)
H (-5.719, -4.042, 3.482)
H (-3.547, -3.860, 4.662)
H (-1.869, -2.218, 3.935)
N (1.996, 1.275, -1.351)
N (2.100, 2.478, -2.076)
C (1.170, 3.441, -1.834)
N (1.064, 4.381, -2.780)
S (0.244, 3.509, -0.440)
H (2.925, 0.930, -1.130)
H (1.517, 0.585, -1.934)
H (2.343, 2.341, -3.052)
H (1.673, 4.407, -3.581)
H (0.470, 5.171, -2.600)
C (1.278, -2.813, 1.023)
C (0.844, -2.070, -0.243)
C (1.866, -2.296, -1.364)
C (-0.532, -2.569, -0.701)
N (0.785, -0.658, 0.057)
H (1.271, -3.891, 0.854)
H (0.594, -2.589, 1.844)
H (2.284, -2.512, 1.320)
H (2.026, -3.361, -1.538)
H (2.824, -1.843, -1.098)
H (1.507, -1.847, -2.295)
H (-0.441, -3.547, -1.178)
H (-0.961, -1.871, -1.422)
H (-1.217, -2.661, 0.143)
S (-0.817, 0.793, -2.955)
C (-0.177, 0.919, -4.483)
N (-0.987, 0.653, -5.573)
C (-0.559, 0.650, -6.847)
C (0.740, 0.943, -7.112)
C (1.540, 1.256, -5.997)
N (1.123, 1.256, -4.753)
H (-1.949, 0.430, -5.351)
H (-1.287, 0.411, -7.609)
H (1.130, 0.943, -8.117)
H (2.581, 1.527, -6.144)

Summary:
Net charge: +1
2S+1: 1
M: 599.6 g/mol
Kohn-Sham gap: 6.80 eV
HOMO level: -9.91 eV

Atomic partial charges in e from the Mulliken method, atoms 1 to 6:
1 Ti -0.013
2 C -1.167
3 O 0.361
4 C 1.338
5 C -0.698
6 C -0.753

The structure with the most favorable energy is <2>; the runner-up is 199.5 kJ/mol above it.

<1>
The following is a DFT calculation (the ωB97M-V functional and the def2-TZVPD basis) of a 2-piece molecular cluster, C3H11N2 overall.

Positions of all 16 atoms, in Å:
C (0.214, -0.097, -1.849)
C (1.546, 0.878, -1.760)
H (-0.824, 0.515, -1.605)
H (-0.090, -0.399, -2.835)
H (0.320, -1.058, -1.173)
H (1.234, 1.771, -2.334)
H (2.384, 0.398, -2.346)
H (1.760, 1.191, -0.771)
N (-1.160, -1.289, 2.574)
C (-0.721, -0.590, 1.559)
N (-0.636, 0.730, 1.247)
H (-1.642, -0.960, 3.442)
H (-0.818, -2.149, 2.809)
H (-0.360, -1.325, 0.894)
H (-0.308, 0.981, 0.212)
H (-0.899, 1.403, 1.934)

Summary:
Net charge: 0
2S+1: 2
M: 75.1 g/mol
Kohn-Sham gap (alpha / beta): 5.01 / 10.20 eV
HOMO level (alpha / beta): -3.87 / -9.11 eV

Atomic partial charges in e from the Mulliken method, atoms 1 to 6:
1 C -0.830
2 C -0.759
3 H 0.286
4 H 0.354
5 H 0.130
6 H 0.246

<2>
The following is a DFT calculation (the ωB97M-V functional and the def2-TZVPD basis) of a single C3H11N2 molecule.

Positions of all 16 atoms, in Å:
C (-0.378, -1.212, -0.683)
C (-0.475, -0.756, 0.749)
C (0.866, 0.169, 1.172)
N (0.517, 1.405, 0.379)
N (-0.511, 0.104, -1.401)
H (-1.191, -1.839, -1.188)
H (0.556, -1.550, -0.866)
H (-1.348, -0.154, 0.853)
H (-0.446, -1.648, 1.372)
H (0.938, 0.252, 2.266)
H (1.811, -0.315, 0.873)
H (-0.137, 2.062, 0.745)
H (0.014, 0.923, -0.868)
H (1.366, 1.973, 0.477)
H (-1.508, 0.473, -1.551)
H (-0.171, 0.053, -2.385)

Summary:
Net charge: 0
2S+1: 2
M: 75.1 g/mol
Kohn-Sham gap (alpha / beta): 3.69 / 11.11 eV
HOMO level (alpha / beta): -2.83 / -10.46 eV

Atomic partial charges in e from the Mulliken method, atoms 1 to 6:
1 C -1.038
2 C -0.779
3 C -0.637
4 N -1.034
5 N -2.279
6 H 0.744

The structure with the most favorable energy is <1>; the runner-up is 62.9 kJ/mol above it.

<1>
The following is a DFT calculation (the ωB97M-V functional and the def2-TZVPD basis) of a single C10H22N2O3 molecule.

Positions of all 37 atoms, in Å:
C (-3.384, -0.332, 0.241)
N (-3.007, 1.047, 0.033)
H (-2.635, 1.432, 0.898)
C (-2.023, 1.267, -1.021)
C (-1.165, 2.489, -0.680)
O (-0.540, 2.386, 0.584)
C (0.535, 1.471, 0.676)
C (1.837, 2.026, 0.071)
O (2.994, 1.403, 0.585)
C (3.455, 0.259, -0.086)
C (2.668, -1.034, 0.179)
N (1.550, -1.189, -0.734)
H (1.890, -1.120, -1.688)
C (0.820, -2.434, -0.566)
C (-0.262, -2.309, 0.508)
O (-1.307, -1.532, -0.020)
C (-2.321, -1.223, 0.909)
H (-1.891, -0.697, 1.778)
H (-2.790, -2.152, 1.273)
H (0.145, -1.838, 1.415)
H (-0.634, -3.311, 0.781)
H (1.487, -3.272, -0.302)
H (0.315, -2.670, -1.504)
H (3.369, -1.886, 0.105)
H (2.286, -1.004, 1.202)
H (3.494, 0.442, -1.171)
H (4.477, 0.128, 0.281)
H (1.821, 1.951, -1.024)
H (1.922, 3.081, 0.354)
H (0.291, 0.509, 0.216)
H (0.696, 1.334, 1.750)
H (-1.808, 3.369, -0.592)
H (-0.431, 2.663, -1.475)
H (-2.555, 1.459, -1.961)
H (-1.380, 0.392, -1.167)
H (-4.273, -0.338, 0.878)
H (-3.645, -0.766, -0.727)

Summary:
Net charge: 0
2S+1: 1
M: 218.3 g/mol
SMILES: C1COCCNCCOCCOCCN1
Kohn-Sham gap: 9.39 eV
HOMO level: -8.45 eV

Atomic partial charges in e from the Mulliken method, atoms 1 to 6:
1 C -1.026
2 N -0.353
3 H 0.327
4 C -0.322
5 C -0.561
6 O -0.473

<2>
The following is a DFT calculation (the ωB97M-V functional and the def2-TZVPD basis) of C10H22N2O3 as an isolated structure.

Positions of all 37 atoms, in Å:
C (4.497, 1.895, 2.802)
C (3.131, 1.371, 2.079)
C (3.321, 0.445, 0.920)
C (2.185, 0.131, 0.136)
C (1.402, -0.846, 0.825)
O (0.330, -1.130, 0.121)
C (-0.673, -1.759, 0.756)
C (-1.966, -1.279, 1.215)
C (-2.659, -0.567, 0.060)
H (-3.707, -0.157, 0.307)
H (-2.929, -1.265, -0.554)
C (-1.896, 0.625, -0.432)
C (-1.680, 0.558, -2.234)
O (-2.484, 1.262, -2.810)
N (-0.817, -0.427, -2.437)
H (-0.239, -0.615, -1.677)
N (-0.450, -0.405, -3.893)
H (-0.745, 0.439, -4.262)
H (-1.139, -1.386, -4.137)
H (-2.546, 1.758, -0.281)
H (-0.900, 0.743, -0.107)
O (-1.726, -0.132, 2.430)
H (-1.461, 0.574, 1.984)
H (-2.725, -1.739, 1.751)
H (-0.373, -2.764, 1.749)
H (-1.156, -2.749, 0.016)
H (0.948, -0.166, 1.713)
H (1.749, -1.705, 1.494)
H (1.715, 1.189, -0.040)
H (2.432, -0.297, -0.762)
H (3.957, -0.475, 1.315)
H (4.216, 0.956, 0.229)
H (2.608, 0.844, 2.928)
H (2.770, 2.302, 1.792)
H (4.438, 2.468, 3.659)
H (4.992, 0.919, 3.267)
H (5.186, 2.231, 2.070)

Summary:
Net charge: 0
2S+1: 1
M: 218.3 g/mol
Kohn-Sham gap: 9.48 eV
HOMO level: -8.95 eV

Atomic partial charges in e from the Mulliken method, atoms 1 to 6:
1 C -1.395
2 C -0.253
3 C -0.622
4 C -0.303
5 C -0.618
6 O -0.333

The structure with the most favorable energy is <1>; the runner-up is 851.7 kJ/mol above it.